Molecular formula: C5H11O2
Method: DFT, ωB97M-V/def2-TZVPD

```
18
C5H11O2, DFT ωB97M-V/def2-TZVPD
C 0.7319 -1.3016 2.6416
C 1.4398 -0.1392 1.9185
H -0.0907 -1.7867 2.1229
H 1.4204 -2.1192 2.8795
H 0.3417 -1.0005 3.6200
H 2.1045 -0.6653 1.2325
H 1.9250 0.5232 2.6232
H 0.7342 0.3939 1.2909
C -0.6050 0.9393 -1.3550
C -0.0101 0.4831 -2.6818
C -2.1148 0.4793 -1.1873
O -2.6811 0.8281 -0.1324
O -2.5815 -0.2617 -2.0857
H -0.1310 0.5119 -0.4795
H -0.6856 2.0235 -1.2344
H 1.0756 0.4019 -2.7307
H -0.3715 1.1397 -3.4790
H -0.5018 -0.4498 -2.9632
```

## Properties
total charge: -1
energy relative to the best compared isomer or geometry (same formula, charge and spin): 0.4553 eV
HOMO level: -3.837 eV

The molecule's Löwdin atomic charges, reported in e, are given here:
1. C -0.176
2. C -0.149
3. H 0.062
4. H 0.049
5. H 0.053
6. H 0.061
7. H 0.056
8. H 0.037
9. C -0.189
10. C -0.143
11. C -0.756
12. O -0.106
13. O -0.103
14. H 0.054
15. H 0.091
16. H 0.046
17. H 0.061
18. H 0.053